# 1
10
Properties=species:S:1:pos:R:3:lowdin_charge:R:1 method="wB97M-V/def2-TZVPD" relative_energy_ev=1.356 homo_lumo_gap_ev=9.354
C -0.5309 0.2218 -0.5191 -0.305
C -0.6433 0.1337 1.1142 -0.328
H -0.6074 1.2496 -0.8345 0.068
H -0.0140 1.0640 1.4734 0.075
H 0.9650 -1.1897 -1.5007 0.073
H -1.6119 0.0034 1.6766 0.066
C 0.9882 -0.3491 -0.7212 -0.412
S 0.9024 -1.2137 1.0241 0.623
H -1.2187 -0.3884 -1.0645 0.070
H 1.7706 0.4683 -0.6484 0.071

***

# 2
111
Properties=species:S:1:pos:R:3:lowdin_spin:R:1 method="wB97M-V/def2-TZVPD" relative_energy_ev=0.604 multiplicity=2 s_squared=0.796 homo_lumo_gap_ev="6.742 / 6.701" total_charge=+1
C -6.4436 -0.1888 -3.4623 0.000
C 0.1442 -3.6801 -0.1545 0.000
O -2.9275 -3.7258 -2.1118 0.000
H 1.1035 0.5016 -3.5329 0.000
C 3.4185 5.2528 2.7690 -0.017
C 2.7131 1.4057 -1.2545 0.000
F -0.2555 4.1443 4.2399 0.034
H 5.4030 -0.4114 4.1756 0.000
C -4.7524 2.4025 1.5300 0.000
H -0.6114 1.6066 2.8953 0.021
C -3.8345 1.4113 1.8457 0.000
C 0.9689 4.4466 3.7993 0.112
H -0.6150 -5.1910 1.1001 0.000
F 4.5964 5.6483 2.2993 -0.016
H 0.2012 1.9489 4.4136 0.003
H -7.9161 1.2474 -3.6226 0.000
F -3.8166 0.9677 3.1079 0.000
H 0.8736 -5.3625 -1.3680 0.000
C 1.8431 -3.3852 -1.5202 0.000
H -6.0499 -1.4842 -5.1349 0.000
C -2.9849 1.5340 -0.3490 0.000
F 0.7036 6.5679 4.7623 -0.015
C 4.5294 -2.2008 0.6835 0.000
N 0.0567 -0.9164 2.7304 0.001
C 4.2716 -0.8901 2.4316 0.000
H 0.0976 3.8352 0.5728 0.000
H 0.6721 -0.2108 4.5868 0.002
N -2.0069 -0.1031 1.0962 0.001
N -1.9118 -1.6342 -1.2447 0.000
H -2.2258 -2.1123 1.5952 0.000
H -4.3178 -2.7913 -3.9636 0.000
H 6.2809 -0.6141 -3.7947 0.000
H 4.7750 -0.9214 -6.1090 0.000
F 3.1125 7.3388 3.8069 0.047
H -1.5338 -3.6995 1.2301 0.000
H 4.8058 -2.9312 -0.0591 0.000
O -3.6817 -2.7557 0.0591 0.000
C 3.9617 -1.3930 -5.5602 0.000
H -1.4236 -1.9279 3.8830 0.000
H 2.2147 3.5573 -1.2551 0.000
B 2.7083 -1.1046 -0.8003 0.000
C -1.2493 -1.4012 -2.4199 0.000
N 3.6297 -1.1935 -2.0025 0.000
C 4.4202 -0.2072 3.7540 0.000
C 0.3086 -0.2238 -3.4900 0.000
C -4.8115 -1.9693 -3.4645 0.000
H 2.6394 -3.4662 -2.2387 0.000
C -5.7835 -1.2397 -4.1146 0.000
H 0.2544 -3.0132 2.5353 0.000
C -2.2974 -1.1463 2.0893 0.000
Ti -0.5727 -0.6578 -0.0298 0.000
S -1.4187 -2.0257 -4.0080 0.000
N 1.3581 2.2717 2.6687 0.457
H -3.3303 -1.0769 2.4216 0.000
C 0.8060 -2.1695 2.9295 0.000
C -5.1511 -0.6450 -1.4768 0.000
F -3.8546 3.0606 -1.9036 0.000
C -2.9427 0.9153 0.8934 0.001
H -6.6511 0.8718 -1.5970 0.000
C -0.3030 2.9363 0.1082 0.003
C 0.3554 1.5463 3.4124 0.046
C -0.1771 -0.9374 -4.5237 0.000
H 1.8406 0.0142 3.2842 0.001
N 1.6041 -2.2239 -0.9193 0.000
C 4.9407 -0.8368 -2.0696 0.000
H 3.9495 -2.4515 -5.8225 0.000
N 0.8915 0.7496 -0.2244 0.001
N -7.3929 0.5418 -4.1058 0.000
H -0.9285 3.2507 -0.7283 0.000
H -1.7121 -4.7105 -0.1914 0.000
H -0.9175 2.4276 0.8463 0.001
H 5.8502 -2.4775 2.4186 0.000
C -4.7852 2.9589 0.2621 0.000
C 1.7042 3.5060 3.0172 0.025
C 2.9456 3.9904 2.5036 0.117
C -3.8735 2.5276 -0.6883 0.000
C 1.9652 2.5393 -1.0123 0.000
H -7.6780 0.3060 -5.0378 0.000
H 1.7641 -2.1045 2.4170 0.000
H 4.3083 0.8722 3.6467 0.000
N 3.5311 -1.3102 0.4660 0.000
C 2.6654 6.1229 3.5509 0.142
S -3.2676 -2.5874 -1.3038 0.000
C -0.9989 -4.3358 0.5413 0.000
F -2.0597 1.1362 -1.2465 0.000
H -1.5800 -0.1817 3.8619 0.000
F -5.6638 3.9073 -0.0332 0.000
H 0.9737 -2.3505 3.9986 0.000
C -6.1160 0.0905 -2.1235 0.000
H -4.9409 -0.4618 -0.4311 0.000
N 2.0686 0.3374 -0.7872 0.000
C 0.7869 0.0858 3.5345 0.011
N 3.1370 -1.4067 -3.2523 0.000
H 3.6797 1.3052 -1.7184 0.000
F 3.6993 3.1748 1.7821 0.033
C 4.1394 -1.2045 -4.0882 0.000
H 3.6784 -0.5575 4.4749 0.000
H 0.1361 -0.9096 -5.5530 0.000
N 3.3574 -0.5127 1.5504 0.000
C 0.8278 2.0914 -0.3647 0.002
C 5.3097 -0.8359 -3.3874 0.000
F -5.5947 2.8334 2.4586 0.000
N -0.3134 -0.4955 -2.2935 0.000
C 1.4341 5.7140 4.0552 -0.014
C 5.0352 -1.9674 1.9347 0.000
C 0.9523 -4.3338 -1.0631 0.000
N 0.5469 -2.3798 -0.0363 0.000
H 5.5051 -0.5929 -1.1851 0.000
C -4.4786 -1.6648 -2.1483 0.000
H 3.0207 -0.9572 -5.8947 0.000
C -1.3231 -1.0439 3.2456 0.001

***

# 3
40
Properties=species:S:1:pos:R:3:lowdin_spin:R:1 method="wB97M-V/def2-TZVPD" multiplicity=2 s_squared=0.750 homo_lumo_gap_ev="4.805 / 9.240"
C -2.5122 -0.9298 -2.1710 0.001
H -1.1045 2.3425 1.2900 0.000
H -3.2656 -0.8598 -1.3864 0.000
F -1.7956 -5.1195 0.2790 0.001
H -3.6463 0.3716 -3.3461 0.000
C 3.4012 0.5604 2.9865 0.004
O -1.4235 0.0552 2.0435 0.002
F -0.6318 -3.2081 0.5718 0.014
F 0.8669 -0.7860 0.3691 0.055
F -2.8200 -3.1460 -0.0772 0.001
C -1.6492 1.8199 0.5037 0.001
H 4.0295 0.9580 3.7835 0.000
Ca 0.5207 -2.5186 -1.3561 0.407
Ca 3.1490 -0.4291 0.0051 0.358
B 2.6101 1.4349 -1.7389 0.029
H 1.6454 1.4156 3.6079 0.000
C -2.5940 0.1517 -3.1660 0.001
H -2.1449 -0.1597 -4.1091 0.000
C -2.2589 0.6681 1.1164 0.001
H 3.0934 -0.4674 3.1788 0.003
H -2.4684 -1.8859 -2.6927 0.000
O -1.2171 -0.8928 -1.6975 0.014
F 1.5618 0.5541 -1.9095 0.028
H -3.2021 0.8834 1.6185 0.000
H 4.8007 1.2540 1.8774 0.001
F 2.5169 1.7929 -0.3970 0.003
F 3.7871 0.7453 -1.7909 0.022
O 4.1156 0.5988 1.7256 0.016
B -1.6355 -3.8119 -0.1773 0.017
H -1.2521 -0.3256 -0.9237 0.001
H -0.9898 1.6154 -0.3398 0.001
H -0.7246 -0.3809 1.5506 0.001
C 2.3287 1.5403 2.7679 0.002
H -2.1082 1.0734 -2.8457 0.000
H -2.4096 -0.0684 0.3271 0.000
F -1.2948 -3.6785 -1.5167 0.013
H -2.3419 2.4245 -0.0817 0.000
F 2.5219 2.5151 -2.5512 0.001
H 2.8412 2.5022 2.7830 0.000
H 1.7011 1.3907 1.8893 0.001

***

# 4
104
Properties=species:S:1:pos:R:3:lowdin_spin:R:1 method="wB97M-V/def2-TZVPD" relative_energy_ev=1.537 multiplicity=6 s_squared=8.779 homo_lumo_gap_ev="7.876 / 6.331"
H 7.4508 -3.3891 -1.2761 0.000
C 4.6830 -2.5941 0.5060 0.004
H 2.6958 -2.5933 2.2038 0.001
C 6.7157 -3.6497 -0.5194 0.000
C -1.9568 0.3222 -5.4752 0.011
N -2.4466 -2.3027 -1.0176 0.009
H 5.3553 0.9814 -0.2464 0.000
H 0.5034 -0.1866 -3.2042 0.004
H -4.7728 -3.3647 -1.6323 0.000
H 5.9490 -2.0399 -2.5528 0.000
H 1.3404 4.9811 -2.5787 0.002
C 1.9865 1.8448 2.1582 0.008
O -1.5967 2.5302 -3.1348 0.058
N 0.1863 2.4787 -0.7160 0.298
H -5.3897 -0.5445 3.5242 0.000
H 5.2839 3.5758 4.5248 0.000
H -1.5519 -3.2673 3.3288 0.000
C -3.0617 0.1323 -4.6600 -0.001
H 3.6753 4.1787 4.9503 0.000
H 7.1918 -3.6284 0.4587 0.000
C -3.2242 1.3915 3.4759 0.035
H 4.6456 5.0142 3.7355 0.000
C -3.0737 0.3086 2.6347 -0.004
O -3.4406 -0.9811 2.9796 -0.005
H -4.2833 -0.8575 4.8850 0.000
H -2.0096 3.8093 1.4532 0.009
O -3.5323 2.2892 -1.8017 0.103
O -2.6290 4.4450 -2.1904 0.113
C -2.6003 -3.7616 0.9385 0.000
H 4.9074 0.3056 -3.2658 0.001
O -1.3651 -3.2886 1.2660 0.000
H 4.8450 -3.2116 1.3780 0.001
H 5.5850 2.7167 -0.4610 0.000
C -0.8493 -3.5715 2.5456 0.000
O -3.9128 -0.4073 -2.4394 0.002
H 0.0607 1.2977 1.4234 0.013
H 4.2268 1.8950 -1.2543 0.002
C 2.6987 -1.6453 1.6691 0.023
C 4.3784 4.0372 4.1335 0.001
H 0.7454 0.1720 2.6155 0.001
H -2.9235 3.4988 3.6996 -0.001
C -5.0748 -4.6789 0.0303 0.000
C 3.7921 3.1832 3.0505 0.005
H -5.1323 1.1201 -3.1181 0.001
H -2.4546 -2.4445 -2.0168 0.000
C -5.1933 0.0919 -2.7592 0.001
N -1.4314 -0.2426 -1.4069 0.140
H -2.8257 -1.4882 1.1807 0.000
O -3.7613 3.2632 -4.0388 0.006
C 3.9917 2.1753 0.8485 0.007
C -2.8919 -0.1873 -3.3253 0.006
C -2.1026 -1.0359 -0.6224 0.020
C -2.8181 2.6479 3.0412 -0.001
H 0.1805 0.2931 -5.6223 0.000
C 4.5082 2.9403 1.8863 0.000
C -2.1235 1.7376 0.8749 0.028
H 3.8216 -0.9669 -3.8198 0.000
C 4.8389 1.9336 -0.3571 0.003
H 6.3826 -4.6707 -0.7036 0.000
C -4.5531 -5.1430 1.2227 0.000
C -4.5331 -1.1349 3.8580 0.000
C 5.3031 -1.9400 -1.6926 0.001
H -2.9211 -5.1016 2.5914 0.000
H -0.5979 -4.6321 2.6617 0.000
C -2.2988 2.8133 1.7730 0.059
O 2.1509 2.7920 -1.7237 0.270
H -4.7883 -2.1937 3.8325 0.000
C 0.5642 4.5584 -1.9452 0.023
H 0.0888 1.7193 3.1438 0.001
C -0.6756 0.1558 -4.9774 0.000
C -3.3217 -4.6945 1.6751 0.000
C -4.3717 -3.7397 -0.7042 0.000
H 3.1727 0.4086 -2.8940 0.015
H 1.9523 2.7866 4.0725 0.000
H -4.0527 0.2842 -5.0585 0.000
H -5.7527 0.0771 -1.8251 0.000
C 0.6400 1.2234 2.3470 0.023
C 3.4098 -0.8967 -0.6304 0.085
C -1.5825 -0.2690 -2.7888 0.004
H 0.3665 5.2122 -1.0985 0.001
C 3.6154 -1.7101 0.4861 0.017
H -3.6403 1.2747 4.4645 0.002
S -2.9319 3.1876 -2.8753 0.023
C 2.7089 1.6353 0.9813 0.021
H -2.1059 0.6298 -6.4992 0.001
H 0.0611 -2.9795 2.6281 0.000
C 4.2420 -1.0434 -1.7399 0.007
Os -1.6847 2.2702 -1.0541 2.799
C -3.1530 -3.2544 -0.2559 0.002
H 5.4927 3.3777 1.7823 0.000
C 5.5526 -2.7070 -0.5685 0.001
C 0.9934 3.2012 -1.4451 0.085
C 2.5339 2.6157 3.1753 -0.001
C -2.5007 0.4674 1.3488 0.038
Te 1.7261 0.5935 -0.6209 0.552
C 4.0214 -0.2715 -3.0058 0.018
H -6.0253 -5.0446 -0.3251 0.000
H 3.0339 -0.8624 2.3483 0.000
C -0.4895 -0.1284 -3.6371 0.012
H 1.6866 -1.4147 1.3312 0.019
N -2.3890 -0.7364 0.6590 0.015
H -5.0985 -5.8690 1.8063 0.000
H -0.3648 4.4415 -2.5052 0.003
H -5.6833 -0.5506 -3.4985 0.000

***

# 5
10
Properties=species:S:1:pos:R:3:lowdin_charge:R:1 method="wB97M-V/def2-TZVPD" relative_energy_ev=1.853 homo_lumo_gap_ev=10.223
Si -0.3616 -0.5793 -0.0856 0.154
Cl 0.0166 -2.5329 0.0606 0.411
H -3.7014 0.7148 -0.1260 -0.306
H 3.3171 0.5431 0.1623 0.062
C 1.2178 0.4198 0.0311 -0.259
C 2.4460 -0.0844 0.0850 -0.047
H 1.0869 1.4965 0.0728 0.060
H 2.6344 -1.1461 0.0357 0.040
O -1.7609 -0.0208 -0.2153 -0.372
Cl -4.8949 1.1892 -0.0206 0.256

***

# 6
108
Properties=species:S:1:pos:R:3:lowdin_charge:R:1 method="wB97M-V/def2-TZVPD" homo_lumo_gap_ev=7.058 total_charge=+1
N -5.4231 2.6542 0.4140 0.054
H 2.1946 4.0915 2.8600 0.140
H -3.3516 0.3097 2.7917 0.157
H 3.2385 -3.1847 -4.1410 0.119
H 0.1548 3.1467 1.3877 0.098
H 2.8857 1.8056 0.1950 0.125
C 2.0260 -1.4126 -4.1823 -0.221
H -5.8235 2.3958 -0.5418 0.230
H 0.1544 2.9863 -1.3101 0.102
O 0.4122 -7.3432 1.6077 -0.204
C -6.2001 3.8724 0.8245 -0.156
H 6.7039 -0.6542 -4.7817 0.076
H 0.3011 -3.1455 0.4716 0.071
H 0.8592 0.1578 -2.2016 0.103
H -4.6246 0.0626 -0.2287 0.124
C 1.0321 2.2009 -1.1988 -0.194
O 1.0174 2.6306 4.0059 -0.269
C -0.0644 -6.4450 3.8233 -0.206
H -3.6857 2.0997 -0.7377 0.172
H -5.2374 2.2550 3.0719 0.120
H 1.1350 -4.4575 1.2936 0.074
H -1.6078 4.9663 1.2719 0.125
H -0.6453 -4.2839 1.4475 0.091
O 0.5250 -2.8826 2.4864 -0.197
H -2.3095 4.0002 -0.7329 0.133
H 3.5309 -1.5866 -7.4641 0.123
C -1.8845 -0.6509 -0.5024 -0.187
H 1.5236 -5.4544 3.0128 0.070
H -1.1269 -1.5595 -0.6642 0.112
F -7.6250 3.4290 1.0889 0.048
H -1.8755 2.3161 1.1297 0.115
H 7.1725 1.0550 -4.7537 0.090
H -1.5576 1.6740 -0.9327 0.059
H 4.4578 0.0018 -3.3825 0.076
H 1.1358 -1.9526 -3.8389 0.117
O -5.9061 1.6252 2.6785 -0.005
H -2.8961 -1.0108 -1.0100 0.106
H 2.4268 -6.8347 1.6308 0.076
H -1.5062 0.4906 -2.4429 0.126
H 7.6585 0.0427 -6.1305 0.090
H 5.0426 0.2440 -7.9617 0.120
O 2.6059 -0.8389 -3.0098 -0.219
H 2.8491 2.2696 2.9683 0.138
N 4.1704 -1.9337 -5.4936 -0.054
H 1.0218 4.0280 5.7320 0.097
C -3.9503 2.7762 0.2138 -0.221
H -0.2000 -2.4232 4.3173 0.117
H -0.3887 -6.7499 4.8242 0.123
H 6.0234 -1.0617 -7.2847 0.123
C 0.4675 0.6398 -1.1821 -0.170
H -3.1751 2.6146 2.4656 0.121
H 0.8829 0.0089 -0.2880 0.121
H 1.7667 -7.3687 0.0748 0.090
C -5.7362 1.3937 1.2487 -0.247
C -2.7898 5.1049 1.1767 -0.165
C -2.9898 6.7291 0.8534 -0.197
C -1.1866 0.6274 -1.3011 -0.188
C -0.0586 -3.3265 3.7123 -0.224
C 0.3078 -3.7514 1.3822 -0.099
H -1.7288 7.7452 -0.4405 0.108
H -1.0619 -3.7345 3.5478 0.104
H 3.0763 0.8856 -4.1129 0.097
H -2.3723 7.3787 1.6160 0.135
C 1.7449 -7.5423 1.1549 -0.114
H 1.7515 2.3178 6.0585 0.104
F -5.7687 4.5429 2.0665 0.091
H 0.8297 1.3259 1.6459 0.107
H -2.0834 -1.4745 1.7123 0.129
N 1.1246 -5.5933 3.9385 -0.055
C 6.8611 0.2304 -5.4020 -0.114
C 0.2324 -7.6980 2.9856 -0.202
H 0.4227 -4.4120 5.5258 0.119
H 1.8159 -3.7845 4.6549 0.119
C 1.6388 3.1629 5.2411 -0.125
H 2.0744 -8.5700 1.3471 0.090
C -4.7004 0.1475 0.9599 -0.071
C 1.1107 2.4622 1.5019 -0.184
C 0.8454 -4.2770 4.5220 -0.194
H -3.2327 4.7770 2.2052 0.101
H 2.4004 3.6770 0.0283 0.126
H -0.8861 -5.9075 3.3418 0.098
H -0.6410 -8.3581 3.0260 0.120
F -6.3990 4.8831 -0.2836 0.056
H 2.3547 -2.9764 -5.6472 0.119
O 5.6569 0.6116 -6.0542 -0.204
O -2.3162 6.9337 -0.4720 -0.158
C 3.4171 0.3031 -3.2523 -0.094
C 2.9351 -2.4396 -4.8859 -0.193
C -1.9998 -0.4424 1.1188 -0.152
C 3.9366 -1.0211 -6.6182 -0.205
C -3.0077 2.1175 1.4196 -0.083
C -3.3124 4.2330 -0.1214 -0.136
H 3.3743 0.9426 -2.3659 0.068
H -0.9928 0.0783 1.4878 0.118
H 3.2195 -0.2412 -6.3473 0.099
H -5.0978 -0.9052 1.3174 0.159
C 1.9011 2.9474 2.8537 -0.221
C -3.2420 0.5007 1.6182 -0.262
C 5.2396 -0.3318 -7.0507 -0.201
H 4.7030 -1.4462 -4.7766 0.069
H 1.7250 2.3650 -2.1509 0.103
H 2.7167 3.5574 5.0028 0.093
H -6.7945 1.0249 0.8358 0.194
H 1.6591 -0.6361 -4.8626 0.110
C 1.9766 2.5644 0.1136 -0.205
H 1.0869 -8.2568 3.3848 0.123
H -4.1109 7.0441 0.7397 0.126
H -3.9401 4.8954 -0.8911 0.139

***

# 7
37
Properties=species:S:1:pos:R:3:lowdin_charge:R:1 method="wB97M-V/def2-TZVPD" relative_energy_ev=1.140 homo_lumo_gap_ev=9.629
H 1.1378 2.5591 0.8780 0.124
N 1.1428 1.6268 1.4190 0.008
C -1.7346 1.0516 -2.0740 -0.107
C 1.8489 -0.8008 1.5798 -0.049
H -2.3433 -3.4078 -0.5597 0.116
H -3.2338 -0.1527 2.0884 0.100
H -2.1878 0.9293 -3.0670 0.138
C -2.0332 -1.3554 -1.3629 -0.030
N 2.6383 -1.7166 3.6882 0.153
O 1.5332 1.4973 -3.7738 0.130
H 2.2009 -1.5900 0.9347 0.109
C 0.2928 1.7712 -3.3188 -0.490
C -0.2274 0.8095 -2.2892 -0.239
O 2.4943 0.5385 3.4682 0.027
H -0.0013 -0.1893 -2.5971 0.136
H 2.4104 -2.6784 3.2477 0.162
C -2.3693 -2.3050 -0.4247 -0.106
H -2.8944 -2.6404 1.6166 0.106
C 1.9875 0.5532 0.8274 -0.280
H 1.2117 1.6941 2.4499 0.072
H 1.9071 0.7656 -3.2531 0.088
C 1.5940 0.3595 -0.6583 -0.422
C -2.8854 -0.5217 1.1430 -0.103
C -2.6234 0.4382 0.2211 -0.061
H -2.7259 1.5308 0.4603 0.132
H -0.1619 1.3802 -0.2487 0.121
H 0.7552 -1.0596 1.6503 0.143
H -1.7394 -1.6384 -2.4154 0.130
C -2.2115 0.0692 -1.0879 -0.210
N 0.4349 1.0297 -1.0138 0.124
O -0.3116 2.7478 -3.6176 0.141
C -2.7518 -1.8770 0.8358 -0.103
O 2.3130 -0.2582 -1.4134 0.069
H 3.0276 0.9569 0.7991 0.157
H 2.9493 -1.6344 4.6255 0.096
H -1.8997 2.1063 -1.7404 0.142
C 2.4562 -0.5890 2.9828 -0.525